Record 1
DFT (the ωB97M-V functional and the def2-TZVPD basis) results for a cluster of 2 separate species, C9H14 in total.

Values from the calculation:
SMILES: Cc1ccccc1.CC
E_HOMO (eV): -9.004
Orbital gap (hartree): 0.368
Multiplicity: 1
Energy relative to the best compared isomer or geometry (same formula, charge and spin) (kcal per mole): 11.0
LUMO (eV): 1.0

Positions of all 23 atoms, in Å:
C (0.966, 1.758, 1.308)
C (1.259, 0.965, 0.068)
C (2.029, -0.205, 0.055)
C (2.092, -0.990, -1.074)
C (1.618, -0.472, -2.280)
C (1.011, 0.773, -2.313)
C (0.784, 1.488, -1.129)
H (1.121, 1.215, 2.244)
H (-0.087, 2.040, 1.320)
H (1.588, 2.653, 1.381)
H (2.308, -0.552, 1.045)
H (2.591, -1.948, -0.997)
H (1.919, -0.912, -3.224)
H (0.900, 1.174, -3.314)
H (0.237, 2.420, -1.165)
C (-1.863, -0.894, 0.869)
C (-3.249, -1.466, 1.113)
H (-1.479, -0.194, 1.610)
H (-1.115, -1.696, 0.904)
H (-1.827, -0.434, -0.120)
H (-3.310, -1.994, 2.072)
H (-3.924, -0.630, 1.330)
H (-3.571, -2.100, 0.296)

=====

Record 2
DFT (the ωB97M-V functional and the def2-TZVPD basis) results for a cluster of 2 separate species, C4H12N2O in total.

Values from the calculation:
E_HOMO (spin up / spin down) (eV): -8.390 / -8.390
Orbital gap (spin up / spin down) (hartree): 0.311 / 0.311
Multiplicity: 1
Energy relative to the best compared isomer or geometry (same formula, charge and spin) (kcal per mole): 116.4
LUMO (spin up / spin down) (eV): 0.1 / 0.1

Positions of all 19 atoms, in Å:
C (1.739, -0.592, -1.178)
C (1.929, -0.018, 1.140)
N (1.027, -0.214, 0.025)
H (-0.593, -0.772, 0.132)
H (2.662, 0.777, 0.933)
H (1.021, -0.756, -1.981)
H (2.317, -1.511, -1.019)
H (2.441, 0.195, -1.490)
H (2.499, -0.933, 1.350)
H (1.360, 0.241, 2.035)
C (-2.434, 0.276, 0.832)
C (-1.394, 0.041, -0.260)
O (-2.010, -0.459, -1.430)
N (-0.438, 1.006, -0.505)
H (-1.721, 0.100, -2.163)
H (-0.325, 1.633, 0.289)
H (-3.014, -0.633, 0.985)
H (-3.115, 1.076, 0.535)
H (-1.950, 0.543, 1.772)

=====

Record 3
DFT (the ωB97M-V functional and the def2-TZVPD basis) results for an isolated molecule of C4H6O2.

Values from the calculation:
SMILES: O=C1CCOC1
E_HOMO (eV): -9.602
Orbital gap (hartree): 0.386
Multiplicity: 1
Energy relative to the best compared isomer or geometry (same formula, charge and spin) (kcal per mole): 31.2
LUMO (eV): 0.9

Positions of all 12 atoms, in Å:
O (0.794, 1.944, 0.942)
C (0.413, 1.007, 0.284)
C (-0.994, 0.633, -0.148)
C (-0.787, -0.976, -0.034)
O (0.461, -1.109, -0.698)
C (1.296, -0.167, -0.070)
H (-1.153, 0.750, -1.222)
H (-1.697, 1.344, 0.337)
H (-0.674, -1.329, 1.006)
H (-1.464, -1.681, -0.546)
H (2.107, 0.139, -0.729)
H (1.698, -0.554, 0.877)

=====

Record 4
DFT (the ωB97M-V functional and the def2-TZVPD basis) results for an isolated molecule of C7H11N.

Values from the calculation:
SMILES: CN1[C@H]2[C@@H]3C[C@H]3C[C@H]21
E_HOMO (eV): -8.585
Orbital gap (hartree): 0.357
Multiplicity: 1
Energy relative to the best compared isomer or geometry (same formula, charge and spin) (kcal per mole): 221.3
LUMO (eV): 1.1

Positions of all 19 atoms, in Å:
C (-2.781, -0.442, -0.160)
N (-1.433, -0.248, -0.369)
C (-0.293, -0.777, 0.402)
C (1.038, -0.854, -0.274)
C (2.601, -0.868, -0.125)
C (1.620, 0.402, 0.078)
C (0.743, 1.477, -0.390)
C (-0.539, 0.649, 0.303)
H (-3.313, -0.009, -1.271)
H (-3.230, 0.247, 0.849)
H (-3.382, -1.555, 0.037)
H (-0.378, -0.824, 1.601)
H (0.964, -0.889, -1.322)
H (3.164, -0.949, 0.875)
H (2.980, -1.462, -1.003)
H (1.880, 0.652, 1.031)
H (0.519, 1.584, -1.551)
H (0.654, 2.430, 0.308)
H (-0.815, 1.435, 0.982)

=====

Record 5
DFT (the ωB97M-V functional and the def2-TZVPD basis) results for a structure of composition C13H27Cl12NiO.

Values from the calculation:
<S²>: 2.0226
Net charge: +1
E_HOMO (spin up / spin down) (eV): -12.854 / -12.853
Orbital gap (spin up / spin down) (hartree): 0.210 / 0.184
Multiplicity: 3
LUMO (spin up / spin down) (eV): -7.1 / -7.8

Positions of all 54 atoms, in Å:
Ni (-1.065, -3.162, -1.639)
C (-0.330, -0.021, -0.557)
O (-1.041, -1.178, -0.979)
H (0.281, -0.249, 0.317)
H (0.223, 0.340, -1.425)
H (-0.915, 0.821, -0.187)
Cl (0.536, -1.421, -5.919)
C (0.819, -0.549, -4.377)
C (2.090, -1.150, -3.669)
Cl (3.499, -0.852, -4.741)
H (0.006, -0.621, -3.656)
H (1.038, 0.490, -4.623)
H (2.060, -2.173, -3.295)
H (2.355, -0.665, -2.730)
Cl (5.032, 2.158, -0.781)
C (4.051, 0.725, -1.322)
C (3.924, -0.337, -0.243)
Cl (5.605, -1.096, -0.047)
H (4.474, 0.398, -2.272)
H (3.068, 1.096, -1.611)
H (3.306, -1.207, -0.469)
H (3.466, 0.082, 0.653)
Cl (0.021, 1.843, 4.093)
C (1.215, 1.440, 2.805)
C (1.731, 2.635, 2.097)
Cl (0.518, 3.382, 1.056)
H (0.627, 0.771, 2.176)
H (1.998, 0.837, 3.264)
H (2.581, 2.441, 1.442)
H (2.027, 3.368, 2.848)
Cl (0.252, -2.250, 5.084)
C (-0.999, -2.953, 4.057)
C (-0.676, -3.191, 2.660)
Cl (-1.996, -3.648, 1.702)
H (-1.875, -2.306, 4.092)
H (-1.307, -3.907, 4.485)
H (0.066, -3.986, 2.589)
H (-0.390, -2.307, 2.090)
Cl (-3.860, -0.223, 0.764)
C (-2.864, -0.053, 2.171)
C (-3.630, -0.326, 3.511)
Cl (-2.780, 0.174, 4.935)
H (-2.503, 0.974, 2.221)
H (-2.085, -0.800, 2.018)
H (-3.965, -1.362, 3.473)
H (-4.585, 0.198, 3.514)
Cl (-3.725, 3.065, -1.640)
C (-2.521, 2.044, -2.465)
C (-2.428, 2.439, -3.995)
Cl (-1.782, 1.068, -4.908)
H (-2.774, 1.000, -2.278)
H (-1.650, 2.192, -1.826)
H (-1.734, 3.278, -4.048)
H (-3.389, 2.736, -4.414)

=====

Record 6
DFT (the ωB97M-V functional and the def2-TZVPD basis) results for a cluster of 2 separate species, C6H14N2O2 in total.

Values from the calculation:
<S²>: 0.7504
Net charge: -1
E_HOMO (spin up / spin down) (eV): 0.837 / -6.422
Orbital gap (spin up / spin down) (hartree): 0.108 / 0.367
Multiplicity: 2
Energy relative to the best compared isomer or geometry (same formula, charge and spin) (kcal per mole): 23.0
LUMO (spin up / spin down) (eV): 3.8 / 3.6

Positions of all 24 atoms, in Å:
C (0.217, -2.636, -0.737)
C (-1.909, -0.473, 1.602)
C (-0.845, -1.781, -0.132)
O (-1.810, -1.501, -0.851)
N (-0.783, -1.283, 1.116)
H (1.243, -2.722, -0.385)
H (-0.101, -1.585, 1.817)
H (-2.880, -0.948, 1.682)
H (-0.214, -3.648, -0.712)
H (0.322, -2.407, -1.800)
H (-1.563, -0.104, 2.570)
H (-1.965, 0.343, 0.879)
C (0.084, 1.366, -2.103)
C (1.751, 1.725, 1.220)
C (0.988, 2.126, -0.005)
O (0.856, 3.289, -0.331)
N (0.599, 1.074, -0.783)
H (0.340, 0.178, -0.400)
H (0.694, 2.136, -2.565)
H (2.232, 0.752, 1.064)
H (0.095, 0.486, -2.745)
H (-0.960, 1.689, -2.107)
H (2.437, 2.479, 1.592)
H (1.172, 1.443, 2.115)

=====

no.,energy (Ha)
1,-351.31265
2,-344.19950
3,-306.45656
4,-327.73533
5,-7616.90866
6,-496.98932